{
  "formula": "C18H17N2O2",
  "method": "ωB97M-V/def2-TZVPD",
  "charge": -1,
  "homo_energy_ev": -4.1,
  "multiplicity": 1,
  "fmax_ha_per_bohr": 0.076,
  "symbols": ["C", "C", "C", "N", "C", "N", "C", "C", "C", "C", "C", "C", "H", "H", "H", "H", "H", "H", "C", "C", "C", "C", "C", "O", "C", "C", "O", "C", "H", "H", "H", "H", "H", "H", "H", "H", "H", "H", "H"],
  "coordinates": [[0.207, -0.078, 1.788], [1.227, 0.597, 2.639], [2.511, 0.093, 2.839], [3.575, -0.346, 3.059], [0.982, 1.834, 3.225], [0.803, 2.893, 3.724], [-1.180, 0.245, 2.327], [-1.720, 1.506, 2.080], [-3.015, 1.802, 2.505], [-3.737, 0.869, 3.253], [-3.142, -0.348, 3.596], [-1.864, -0.668, 3.133], [0.346, -1.167, 1.699], [-1.137, 2.244, 1.521], [-3.451, 2.749, 2.206], [-4.766, 1.088, 3.550], [-3.692, -1.068, 4.192], [-1.392, -1.631, 3.348], [1.246, -0.506, -4.527], [1.049, -0.686, -3.023], [1.275, -2.153, -2.655], [2.021, 0.227, -2.270], [1.818, 0.210, -0.736], [2.752, 0.572, -0.016], [0.533, -0.165, -0.205], [-0.597, -0.307, -1.082], [-1.750, -0.421, -0.654], [-0.358, -0.238, -2.609], [1.097, 0.541, -4.823], [2.262, -0.800, -4.817], [0.540, -1.128, -5.090], [1.135, -2.319, -1.584], [0.569, -2.788, -3.205], [2.291, -2.463, -2.931], [3.067, -0.027, -2.486], [1.905, 1.258, -2.638], [0.233, 0.599, 0.737], [-0.511, 0.799, -2.945], [-1.132, -0.821, -3.124]]
}



{
  "formula": "C18H17N3O2",
  "method": "ωB97M-V/def2-TZVPD",
  "homo_energy_ev": -8.4,
  "multiplicity": 1,
  "fmax_ha_per_bohr": 0.014,
  "smiles": "CC(=O)c1cn(CC(=O)NCc2cccnc2)c2ccccc12",
  "symbols": ["C", "C", "O", "C", "C", "N", "C", "C", "C", "C", "C", "C", "H", "H", "H", "H", "C", "H", "H", "C", "O", "N", "H", "C", "C", "C", "C", "C", "N", "C", "H", "H", "H", "H", "H", "H", "H", "H", "H", "H"],
  "coordinates": [[0.946, 3.623, 3.325], [1.628, 2.453, 2.645], [2.598, 1.911, 3.132], [1.044, 2.031, 1.378], [-0.067, 2.543, 0.743], [-0.291, 1.894, -0.428], [0.676, 0.924, -0.587], [0.857, 0.006, -1.613], [1.921, -0.864, -1.498], [2.774, -0.828, -0.393], [2.597, 0.082, 0.625], [1.534, 0.976, 0.531], [3.252, 0.114, 1.481], [3.589, -1.533, -0.342], [2.097, -1.589, -2.279], [0.193, -0.029, -2.464], [-1.412, 2.069, -1.306], [-2.055, 2.866, -0.923], [-1.081, 2.349, -2.312], [-2.242, 0.779, -1.439], [-2.804, 0.481, -2.468], [-2.305, 0.056, -0.302], [-1.723, 0.324, 0.477], [-2.771, -1.319, -0.292], [-1.589, -2.248, -0.398], [-1.250, -2.859, -1.598], [-0.114, -3.648, -1.652], [0.649, -3.785, -0.502], [0.339, -3.203, 0.644], [-0.746, -2.456, 0.690], [-0.958, -2.004, 1.652], [1.547, -4.386, -0.491], [0.176, -4.142, -2.567], [-1.868, -2.714, -2.472], [-3.436, -1.438, -1.150], [-3.326, -1.496, 0.633], [-0.719, 3.339, 1.049], [1.468, 3.856, 4.249], [0.960, 4.493, 2.673], [-0.089, 3.373, 3.550]]
}



In order of appearance, total energy = -956.0414; -1010.9055 hartree.